No. 1
Below is C21H28N2O6S in the gas phase, with properties calculated with the ωB97M-V functional and the def2-TZVPD basis.

Atoms and positions in Å:
C1 3.338 -2.142 -2.185
C2 2.073 -1.619 -1.521
O1 2.327 -1.561 -0.123
C3 1.310 -1.283 0.734
C4 0.043 -0.916 0.307
C5 -0.966 -0.612 1.215
C6 -0.707 -0.715 2.571
C7 0.548 -1.100 3.027
C8 1.586 -1.372 2.118
O2 2.811 -1.631 2.666
C9 3.775 -2.445 2.015
C10 3.288 -3.869 1.775
H1 2.982 -4.330 2.712
H2 2.444 -3.870 1.090
H3 4.091 -4.457 1.340
H4 4.098 -1.990 1.076
H5 4.615 -2.448 2.717
O3 0.687 -1.116 4.391
C11 1.332 -2.216 5.014
C12 0.624 -3.536 4.729
H6 0.643 -3.752 3.662
H7 1.118 -4.343 5.263
H8 -0.414 -3.483 5.049
H9 1.278 -1.978 6.080
H10 2.382 -2.271 4.716
H11 -1.467 -0.544 3.317
C13 -2.285 -0.208 0.663
O4 -2.674 -0.552 -0.437
N1 -3.043 0.566 1.492
H12 -2.606 0.944 2.317
C14 -4.225 1.232 1.010
H13 -4.968 1.277 1.811
H14 -4.609 0.625 0.187
C15 -3.909 2.653 0.498
C16 -2.845 2.549 -0.554
C17 -1.503 2.607 -0.193
C18 -0.514 2.363 -1.129
C19 -0.879 2.068 -2.425
C20 -2.202 2.023 -2.813
C21 -3.186 2.263 -1.872
H15 -4.227 2.205 -2.153
H16 -2.438 1.772 -3.835
S1 0.394 1.761 -3.620
O5 1.569 1.266 -2.956
O6 -0.127 1.031 -4.738
N2 0.731 3.332 -4.140
H17 0.524 3.448 -5.119
H18 1.680 3.596 -3.933
H19 0.531 2.371 -0.866
H20 -1.228 2.829 0.828
H21 -4.821 3.090 0.091
H22 -3.564 3.270 1.330
H23 -0.183 -0.827 -0.743
H24 1.233 -2.296 -1.719
H25 1.834 -0.622 -1.907
H26 4.169 -1.473 -1.976
H27 3.187 -2.189 -3.259
H28 3.584 -3.134 -1.812

As for the multiplicity: 1. The LUMO energy comes out at 0.5 eV. The calculation puts the orbital gap at 0.3189 hartree. The HOMO energy comes out at -8.148 eV. The value obtained for the molar mass is 436.53 g mol⁻¹.

---

No. 2
Below is a molecular structure, C21H28N3O2Os, with properties calculated with the ωB97M-V functional and the def2-TZVPD basis.

Atoms and positions in Å:
O1 -0.604 -0.174 -2.075
C1 -0.738 1.028 -2.936
C2 -0.147 0.402 -4.182
H1 -0.140 1.879 -2.584
H2 -1.793 1.310 -3.064
C3 -0.204 -0.872 -3.322
H3 0.871 0.732 -4.405
H4 -0.780 0.414 -5.076
C4 1.136 -1.566 -3.196
H5 1.851 -0.937 -2.652
H6 1.523 -1.779 -4.205
H7 0.992 -2.519 -2.678
C5 -1.325 -1.761 -3.837
H8 -2.282 -1.228 -3.796
H9 -1.395 -2.671 -3.239
H10 -1.126 -2.039 -4.880
Os1 -0.827 -0.878 1.743
C6 -2.462 -1.264 2.930
C7 -2.372 0.144 2.718
C8 -2.441 0.387 1.318
H11 -2.268 0.898 3.487
C9 -2.616 -0.854 0.663
C10 -2.614 -1.880 1.635
H12 -2.705 -2.937 1.429
H13 -2.401 -1.764 3.889
H14 -2.350 1.345 0.836
H15 -2.733 -0.984 -0.402
C11 0.775 -2.124 3.308
C12 -0.094 -2.808 2.400
C13 0.389 -2.571 1.058
H16 -0.830 -3.549 2.668
C14 1.575 -1.770 1.176
C15 1.759 -1.443 2.555
H17 2.552 -0.817 2.965
H18 0.758 -2.231 4.401
H19 0.018 -3.037 0.155
H20 2.234 -1.528 0.352
O2 2.192 1.502 -1.474
C16 1.387 1.198 -0.307
C17 0.379 2.344 -0.106
H21 2.008 1.082 0.604
H22 0.878 0.232 -0.469
C18 1.081 3.544 -0.730
H23 0.129 2.469 0.949
H24 -0.526 2.092 -0.671
C19 2.220 2.948 -1.581
H25 1.525 4.146 0.063
H26 0.408 4.153 -1.328
H27 3.213 3.305 -1.244
H28 2.156 3.206 -2.651
N1 0.345 0.852 2.538
C20 0.582 1.286 3.633
N2 0.964 1.948 4.634
C21 0.932 1.651 5.910
N3 0.940 1.486 7.073

As for the multiplicity: 5. The LUMO energy (alpha / beta) comes out at -3.5 / -6.8 eV. The calculation puts the orbital gap (alpha / beta) at 0.2539 / 0.1878 hartree. The HOMO energy (alpha / beta) comes out at -10.401 / -11.950 eV. The total charge is +1. The value obtained for the molar mass is 544.70 g mol⁻¹.

---

No. 3
Below is C21H28N4O4S in the gas phase, with properties calculated with the ωB97M-V functional and the def2-TZVPD basis.

Atoms and positions in Å:
C1 -2.740 2.858 3.197
C2 -1.371 3.015 2.604
C3 -1.126 4.086 1.753
C4 0.116 4.274 1.180
C5 1.138 3.382 1.441
C6 0.902 2.297 2.275
C7 -0.348 2.106 2.881
C8 -0.566 0.926 3.787
H1 0.159 0.917 4.603
H2 -1.554 0.951 4.231
H3 -0.477 -0.004 3.223
N1 1.915 1.349 2.525
C9 2.964 1.043 1.732
O1 3.306 1.640 0.735
C10 3.724 -0.206 2.186
H4 4.437 -0.488 1.411
H5 4.251 -0.031 3.123
S1 2.585 -1.609 2.512
C11 1.454 -1.249 1.244
N2 0.166 -1.180 1.337
N3 -0.278 -0.724 0.150
C12 0.756 -0.543 -0.605
O2 1.900 -0.874 0.027
C13 0.808 0.039 -1.973
N4 -0.449 -0.145 -2.663
C14 -1.055 -1.357 -2.766
O3 -2.177 -1.503 -3.184
O4 -0.201 -2.329 -2.391
C15 -0.658 -3.700 -2.292
C16 0.551 -4.449 -1.727
H6 1.411 -4.318 -2.380
H7 0.801 -4.064 -0.741
H8 0.327 -5.508 -1.644
C17 -1.839 -3.793 -1.327
H9 -1.589 -3.309 -0.385
H10 -2.708 -3.297 -1.750
H11 -2.079 -4.836 -1.140
C18 -1.027 -4.237 -3.674
H12 -1.860 -3.670 -4.080
H13 -0.178 -4.148 -4.350
H14 -1.310 -5.283 -3.597
C19 -1.207 1.093 -2.754
C20 -0.492 2.029 -1.782
H15 -0.616 3.076 -2.044
C21 0.959 1.566 -1.888
H16 1.579 1.872 -1.047
H17 1.410 1.932 -2.809
H18 -0.861 1.870 -0.768
H19 -2.250 0.904 -2.499
H20 -1.158 1.473 -3.781
H21 1.634 -0.438 -2.512
H22 1.720 0.717 3.291
H23 2.110 3.519 1.001
H24 0.294 5.116 0.528
H25 -1.923 4.783 1.539
H26 -2.703 2.901 4.285
H27 -3.179 1.904 2.906
H28 -3.394 3.654 2.849

As for the multiplicity: 1. The LUMO energy comes out at 0.4 eV. The calculation puts the orbital gap at 0.3309 hartree. The HOMO energy comes out at -8.624 eV. The value obtained for the molar mass is 432.55 g mol⁻¹.

---

No. 4
Below is a molecular structure, C21H28N4O4SSiV, with properties calculated with the ωB97M-V functional and the def2-TZVPD basis.

Atoms and positions in Å:
V1 -0.481 -0.021 0.912
C1 3.270 -5.148 -1.068
Si1 2.682 -3.529 -1.818
C2 3.937 -2.177 -1.437
C3 2.269 -3.550 -3.650
C4 0.989 -3.205 -0.933
C5 0.028 -4.223 -0.906
C6 -1.184 -4.092 -0.236
C7 -1.452 -2.914 0.422
N1 -0.558 -1.917 0.404
C8 0.611 -2.048 -0.264
S1 1.437 -0.490 -0.172
H1 4.231 -5.436 -1.499
H2 2.575 -5.970 -1.250
H3 3.408 -5.059 0.011
H4 4.905 -2.459 -1.854
H5 4.072 -2.040 -0.362
H6 3.658 -1.221 -1.882
H7 3.166 -3.765 -4.234
H8 1.884 -2.582 -3.974
H9 1.524 -4.310 -3.893
H10 0.237 -5.146 -1.435
H11 -1.908 -4.894 -0.227
H12 -2.375 -2.753 0.962
C9 -4.649 1.542 -0.141
C10 -3.930 1.853 -1.452
C11 -2.509 2.413 -1.250
C12 -1.815 2.596 -2.640
C13 -0.359 3.057 -2.584
C14 -2.574 3.788 -0.587
O1 -3.307 4.648 -0.974
N2 -1.713 4.026 0.496
C15 -0.897 3.119 1.112
O2 -0.230 3.356 2.093
N3 -0.878 1.855 0.526
C16 -1.672 1.481 -0.463
O3 -1.579 0.219 -0.648
H13 -5.642 1.150 -0.349
H14 -4.773 2.440 0.468
H15 -4.114 0.789 0.444
H16 -4.492 2.600 -2.011
H17 -3.859 0.954 -2.065
H18 -2.415 3.329 -3.179
H19 -1.883 1.645 -3.170
H20 -0.256 4.021 -2.083
H21 0.015 3.180 -3.598
H22 0.281 2.329 -2.079
H23 -1.759 4.952 0.902
O4 0.061 0.246 2.447
N4 0.791 0.861 3.405
C17 0.159 1.539 4.375
C18 0.898 2.183 5.337
C19 2.285 2.127 5.284
C20 2.904 1.417 4.259
C21 2.132 0.780 3.321
H24 -0.920 1.543 4.346
H25 0.387 2.731 6.114
H26 2.879 2.625 6.039
H27 3.979 1.355 4.187
H28 2.531 0.200 2.501

As for the multiplicity: 2. The LUMO energy (alpha / beta) comes out at -8.0 / -7.4 eV. The calculation puts the orbital gap (alpha / beta) at 0.2526 / 0.2769 hartree. The HOMO energy (alpha / beta) comes out at -14.871 / -14.919 eV. The total charge is +2. The value obtained for the molar mass is 511.58 g mol⁻¹.

---

No. 5
Below is C21H28N6OS in the gas phase, with properties calculated with the ωB97M-V functional and the def2-TZVPD basis.

Atoms and positions in Å:
C1 -3.423 -2.664 0.257
H1 -3.759 -3.448 0.930
H2 -3.891 -1.725 0.547
H3 -3.730 -2.906 -0.756
C2 -1.898 -2.532 0.330
N1 -1.515 -1.515 -0.643
C3 -0.645 -0.473 -0.693
N2 -0.704 0.031 -1.909
N3 -1.596 -0.681 -2.579
N4 -2.079 -1.594 -1.855
C4 0.280 0.026 0.380
N5 0.697 1.413 0.251
C5 -0.307 2.366 0.662
H4 -0.532 2.183 1.719
C6 -1.633 2.327 -0.107
C7 -2.528 3.554 0.116
H5 -2.290 4.357 -0.577
C8 -3.944 2.993 -0.085
H6 -4.605 3.285 0.729
C9 -3.728 1.466 -0.107
H7 -3.834 1.078 -1.130
H8 -4.411 0.925 0.551
O1 -2.416 1.235 0.357
H9 -4.382 3.331 -1.022
H10 -2.397 3.917 1.136
H11 -1.435 2.199 -1.183
H12 0.122 3.365 0.571
C10 1.466 1.740 -0.942
C11 2.923 1.419 -0.736
C12 3.571 1.768 0.446
N6 4.839 1.503 0.697
C13 5.540 0.873 -0.231
C14 5.008 0.488 -1.451
C15 3.675 0.768 -1.705
H13 3.217 0.477 -2.640
H14 5.616 -0.023 -2.181
H15 6.573 0.671 0.020
H16 3.028 2.277 1.231
H17 1.087 1.220 -1.830
H18 1.371 2.815 -1.121
C16 1.485 -0.869 0.443
C17 2.386 -0.972 1.457
C18 3.436 -1.872 1.172
C19 3.313 -2.447 -0.049
S1 1.915 -1.897 -0.883
H19 3.954 -3.165 -0.520
H20 4.245 -2.075 1.850
H21 2.309 -0.412 2.371
H22 -0.244 -0.017 1.339
C20 -1.229 -3.842 -0.100
H23 -1.521 -4.091 -1.117
H24 -1.532 -4.648 0.561
H25 -0.145 -3.748 -0.062
C21 -1.491 -2.170 1.754
H26 -1.901 -1.202 2.034
H27 -1.899 -2.919 2.429
H28 -0.411 -2.164 1.873

As for the multiplicity: 1. The LUMO energy comes out at 0.6 eV. The calculation puts the orbital gap at 0.3367 hartree. The HOMO energy comes out at -8.530 eV. The value obtained for the molar mass is 412.56 g mol⁻¹.

---

No. 6
Below is C21H28O5 in the gas phase, with properties calculated with the ωB97M-V functional and the def2-TZVPD basis.

Atoms and positions in Å:
C1 -1.354 0.652 -2.506
H1 -2.367 0.389 -2.964
H2 -1.410 1.610 -2.043
H3 -0.800 1.058 -3.403
C2 -0.811 -0.220 -1.747
C3 0.683 0.029 -1.142
H4 1.140 0.468 -1.889
C4 1.538 -1.140 -1.040
H5 1.291 -1.608 -0.046
H6 2.536 -1.119 -1.084
C5 1.250 -2.169 -2.151
H7 1.877 -1.997 -2.944
H8 0.732 -3.073 -1.884
C6 -0.242 -1.659 -2.681
C7 -0.197 -1.006 -4.122
O1 0.795 -0.696 -4.404
C8 -1.498 -1.474 -5.050
O2 -2.655 -1.388 -4.401
H9 -3.194 -1.529 -5.265
H10 -1.184 -0.850 -5.864
H11 -1.141 -2.352 -5.405
O3 -1.146 -2.770 -2.412
H12 -1.988 -2.390 -2.917
C9 0.782 0.840 0.093
C10 2.328 1.528 0.322
C11 2.190 2.209 1.564
C12 1.237 1.565 2.770
C13 2.162 1.157 3.793
C14 1.304 0.341 5.050
O4 1.840 -0.017 5.950
C15 0.007 0.207 4.636
C16 -0.721 0.693 3.563
C17 0.000 1.258 2.410
C18 -0.877 2.680 2.346
H13 -1.889 2.502 2.301
H14 -0.343 3.186 3.110
H15 -0.437 3.341 1.343
C19 -0.067 0.137 1.230
H16 0.453 -0.557 1.463
C20 -1.361 -0.066 0.824
C21 -1.575 -1.056 -0.554
H17 -1.007 -2.064 -0.065
H18 -2.534 -1.015 -0.757
O5 -2.528 1.081 0.654
H19 -1.990 1.760 -0.055
H20 -2.060 -0.624 1.373
H21 -1.890 0.333 3.392
H22 -0.811 -0.401 5.385
H23 3.146 1.437 3.972
H24 3.310 2.380 2.083
H25 1.784 3.225 1.354
H26 2.709 0.422 0.636
H27 2.713 1.814 -0.621
H28 0.152 1.825 -0.338

As for the multiplicity: 1. The LUMO energy comes out at 0.1 eV. The calculation puts the orbital gap at 0.3032 hartree. The HOMO energy comes out at -8.141 eV. The value obtained for the molar mass is 360.45 g mol⁻¹.

---

No. 7
Below is a molecular structure, C21H29BaF6NO4PSSb2, with properties calculated with the ωB97M-V functional and the def2-TZVPD basis.

Atoms and positions in Å:
Ba1 -1.171 -0.266 -0.244
C1 -0.315 6.587 -5.208
C2 -0.430 5.495 -4.182
C3 -1.184 5.691 -3.025
C4 -1.326 4.680 -2.093
C5 -0.707 3.456 -2.319
C6 0.053 3.239 -3.457
C7 0.187 4.261 -4.380
S1 -0.914 2.225 -1.062
O1 -0.996 2.905 0.197
O2 0.144 1.224 -1.143
N1 -2.271 1.391 -1.302
C8 -2.431 0.880 -2.574
C9 -1.165 -0.141 -2.878
O3 -0.441 0.239 -3.775
O4 -1.181 -1.151 -2.167
H1 -0.538 7.556 -4.767
H2 -1.029 6.407 -6.015
H3 0.680 6.619 -5.649
H4 -1.660 6.647 -2.849
H5 -1.892 4.833 -1.184
H6 0.526 2.280 -3.615
H7 0.778 4.101 -5.273
H8 -2.364 1.609 -3.383
H9 -3.331 0.271 -2.660
C10 -0.138 -4.091 -0.627
Sb1 1.009 -2.342 -0.159
C11 2.452 -2.717 -1.714
C12 2.228 -3.252 1.426
C13 1.552 -3.175 2.756
C14 0.495 -4.055 3.017
C15 -0.139 -4.099 4.242
C16 0.270 -3.237 5.252
C17 1.279 -2.330 4.995
C18 1.931 -2.272 3.758
C19 2.975 -1.221 3.566
Sb2 2.076 0.809 3.449
C20 2.527 1.077 1.346
C21 0.067 0.164 3.003
H10 -0.884 -4.246 0.150
H11 0.510 -4.960 -0.721
H12 -0.650 -3.900 -1.570
H13 2.775 -3.757 -1.695
H14 3.315 -2.061 -1.609
H15 1.966 -2.501 -2.666
H16 3.182 -2.730 1.417
H17 2.398 -4.288 1.133
H18 0.187 -4.739 2.234
H19 -0.941 -4.805 4.414
H20 -0.200 -3.273 6.226
H21 1.590 -1.635 5.769
H22 3.549 -1.331 2.649
H23 3.665 -1.206 4.409
H24 3.473 1.594 1.200
H25 1.727 1.674 0.906
H26 2.561 0.100 0.861
H27 -0.493 -0.049 3.910
H28 0.108 -0.740 2.394
H29 -0.432 0.965 2.457
F1 -1.835 -1.954 1.214
P1 -3.355 -1.204 1.284
F2 -3.296 -1.302 2.863
F3 -3.265 -1.114 -0.343
F4 -2.501 0.206 1.372
F5 -4.043 -2.626 1.160
F6 -4.717 -0.414 1.278

As for the multiplicity: 2. The LUMO energy (alpha / beta) comes out at 0.1 / -3.2 eV. The calculation puts the orbital gap (alpha / beta) at 0.2962 / 0.1758 hartree. The HOMO energy (alpha / beta) comes out at -7.989 / -7.984 eV. The value obtained for the molar mass is 917.34 g mol⁻¹.

---

No. 8
Below is a molecular structure, C21H29BrIN3O2S, with properties calculated with the ωB97M-V functional and the def2-TZVPD basis.

Atoms and positions in Å:
C1 1.700 3.026 1.470
C2 0.631 3.006 2.612
C3 0.018 1.612 2.674
N1 -0.692 1.256 1.637
C4 -1.168 -0.017 1.757
C5 -1.959 -0.523 0.686
C6 -2.242 0.406 -0.478
C7 -1.040 0.531 -1.487
C8 -1.341 -0.321 -2.728
C9 -0.416 -0.071 -3.960
C10 0.222 1.332 -4.010
C11 0.795 1.623 -5.426
O1 1.062 0.397 -6.111
C12 2.170 0.468 -6.936
C13 1.934 0.943 -8.364
O2 3.252 0.127 -6.526
C14 -2.451 -1.784 0.709
Br1 -3.511 -2.443 -0.747
C15 -2.191 -2.621 1.851
I1 -3.008 -4.587 1.810
C16 -1.460 -2.164 2.890
C17 -1.212 -3.015 4.116
C18 0.288 -3.210 4.489
C19 0.500 -2.800 5.963
S1 2.243 -2.461 6.395
C20 -0.935 -0.845 2.842
N2 -0.222 -0.416 3.925
C21 0.248 0.793 3.838
N3 1.034 1.247 4.951
H1 1.285 3.402 0.532
H2 2.074 2.016 1.263
H3 2.565 3.630 1.763
H4 1.124 3.288 3.539
H5 -0.138 3.732 2.334
H6 -2.392 1.403 -0.046
H7 -3.156 0.172 -1.020
H8 -0.986 1.603 -1.710
H9 -0.102 0.270 -0.988
H10 -1.183 -1.367 -2.434
H11 -2.383 -0.227 -3.048
H12 -1.050 -0.154 -4.851
H13 0.390 -0.805 -3.992
H14 1.026 1.424 -3.268
H15 -0.508 2.109 -3.758
H16 0.027 2.219 -5.946
H17 1.695 2.248 -5.378
H18 2.409 0.244 -9.056
H19 0.865 0.918 -8.596
H20 2.351 1.948 -8.457
H21 -1.697 -2.498 4.956
H22 -1.677 -3.998 4.069
H23 0.946 -2.589 3.879
H24 0.631 -4.245 4.390
H25 0.163 -3.580 6.656
H26 -0.073 -1.902 6.208
H27 2.908 -2.332 5.228
H28 0.678 2.128 5.309
H29 1.960 1.454 4.581

As for the multiplicity: 1. The LUMO energy comes out at -0.4 eV. The calculation puts the orbital gap at 0.3017 hartree. The HOMO energy comes out at -8.619 eV. The value obtained for the molar mass is 594.36 g mol⁻¹.